a:
{
  "formula": "C3H6ClP",
  "method": "ωB97M-V with the def2-TZVPD basis set",
  "species": ["H", "H", "H", "C", "P", "H", "C", "C", "H", "H", "Cl"],
  "xyz": [[0.1481, -1.6442, -0.5126], [2.2742, -0.6458, -0.0241], [1.5421, 0.5689, -1.1417], [-1.1124, 0.0480, -0.0070], [-1.0706, 1.7222, -0.1658], [1.4183, 0.8621, 0.5088], [1.4260, 0.0498, -0.2628], [0.1417, -0.6388, -0.1504], [0.1549, -1.1486, 1.5280], [-2.4180, 1.7770, 0.0617], [-2.5044, -0.9507, 0.1657]],
  "nbo_charge": [0.232, 0.235, 0.222, -0.437, 0.372, 0.224, -0.662, -0.263, 0.077, -0.042, 0.041],
  "charge": 0,
  "lumo_ev": -0.64,
  "multiplicity": 1,
  "gap_ev": 8.034,
  "mol_weight_g_mol": 108.5
}

***

b:
{
  "formula": "C3H6ClP",
  "method": "ωB97M-V with the def2-TZVPD basis set",
  "species": ["H", "H", "H", "Cl", "H", "P", "H", "C", "H", "C", "C"],
  "xyz": [[2.2503, -1.6147, -1.0578], [-0.1369, 0.0604, 1.1355], [-0.0156, -0.6397, -1.6400], [-2.1438, -0.8748, 0.1180], [1.9679, -1.1089, 0.7969], [-1.0858, 1.8157, -0.2137], [-2.1515, 1.8546, 0.8628], [-0.5822, -0.0241, 0.2017], [-0.0378, 2.4540, 0.7631], [0.3917, -0.7056, -0.7074], [1.5437, -1.2168, -0.2591]],
  "nbo_charge": [0.211, 0.213, 0.206, -0.045, 0.213, 0.260, 0.006, -0.453, -0.018, -0.213, -0.378],
  "charge": 0,
  "smiles": "C=C[C@@H](P)Cl",
  "lumo_ev": 0.87,
  "multiplicity": 1,
  "gap_ev": 10.561,
  "mol_weight_g_mol": 108.5
}

***

So which one wins? Going from most stable to least: b, a.

***

a:
{
  "formula": "C2H4ClI",
  "method": "ωB97M-V with the def2-TZVPD basis set",
  "species": ["H", "H", "Cl", "H", "H", "C", "C", "I"],
  "xyz": [[0.2494, -0.1804, 1.5801], [-1.5388, -0.0955, -0.2383], [0.3588, -2.0626, -0.0317], [-0.8389, 1.4211, 0.0212], [-0.2426, 0.2449, -1.3416], [0.3634, -0.3710, 0.3948], [-0.6414, 0.3697, -0.3939], [2.2900, 0.6738, 0.0094]],
  "nbo_charge": [0.241, 0.219, 0.011, 0.230, 0.224, -0.308, -0.666, 0.049],
  "charge": 0,
  "smiles": "C[C@@H](Cl)I",
  "lumo_ev": 0.10,
  "multiplicity": 1,
  "gap_ev": 9.747,
  "mol_weight_g_mol": 190.4
}

***

b:
{
  "formula": "C2H4ClI",
  "method": "ωB97M-V with the def2-TZVPD basis set",
  "species": ["C", "Cl", "H", "H", "I", "H", "H", "C"],
  "xyz": [[-1.0763, -0.5945, 0.2668], [-0.0544, -1.9940, -0.0217], [-0.0287, 0.2650, -1.4646], [-1.7032, -0.7831, 1.2217], [3.1020, 0.5765, 0.0215], [-1.3435, 1.2567, -0.3829], [1.8871, 0.8936, 0.9283], [-0.7830, 0.3798, -0.5693]],
  "nbo_charge": [-0.217, -0.062, 0.245, 0.250, -0.091, 0.208, 0.093, -0.427],
  "charge": 0,
  "smiles": "C=CCl.I",
  "lumo_ev": 0.72,
  "multiplicity": 1,
  "gap_ev": 10.487,
  "mol_weight_g_mol": 190.4
}

***

So which one wins? Going from most stable to least: a, b.

***

a:
{
  "formula": "C2S3",
  "method": "ωB97M-V with the def2-TZVPD basis set",
  "species": ["S", "S", "C", "S", "C"],
  "xyz": [[-0.3964, 0.3848, 1.9467], [0.1237, 1.1817, -0.8783], [-0.2827, -0.3666, -1.4296], [0.3219, -1.3632, -0.1651], [0.2335, 0.1631, 0.5263]],
  "nbo_charge": [0.104, 0.441, -0.406, 0.454, -0.594],
  "charge": 0,
  "lumo_ev": [-0.95, -0.95],
  "multiplicity": 1,
  "gap_ev": [8.254, 8.253],
  "mol_weight_g_mol": 120.2
}

***

b:
{
  "formula": "C2S3",
  "method": "ωB97M-V with the def2-TZVPD basis set",
  "species": ["C", "C", "S", "S", "S"],
  "xyz": [[-1.6096, 1.7012, -0.4897], [2.1001, -2.8250, 1.1492], [2.7318, -2.0638, 0.0318], [-0.8527, 0.5487, -1.1788], [-2.3697, 2.6389, 0.4875]],
  "nbo_charge": [-0.374, -0.190, 0.190, 0.188, 0.185],
  "charge": 0,
  "lumo_ev": -0.26,
  "multiplicity": 1,
  "gap_ev": 9.508,
  "mol_weight_g_mol": 120.2
}

***

So which one wins? Going from most stable to least: b, a.

***

a:
{
  "formula": "C7H18O3Si2",
  "method": "ωB97M-V with the def2-TZVPD basis set",
  "species": ["C", "H", "C", "H", "C", "H", "H", "C", "H", "H", "C", "O", "H", "H", "Si", "H", "C", "H", "H", "Si", "C", "O", "H", "H", "H", "O", "H", "H", "H", "H"],
  "xyz": [[-2.0576, 0.9493, -1.2091], [-1.5731, 0.4946, -2.1059], [-1.3134, 4.9612, 1.5459], [2.8719, 0.1356, -3.2873], [-2.2057, -0.1068, -0.1356], [3.8498, -1.1205, -2.4458], [2.3658, -3.9964, 0.9831], [3.1364, -0.2681, -2.3105], [-1.3504, 4.7564, 2.5389], [-2.1488, 5.6080, 1.2221], [-1.1542, 3.7826, 0.7069], [2.4120, -1.7425, -0.0714], [-1.3298, -0.5968, 0.0326], [0.3696, 1.0004, -0.5800], [1.7283, -0.7436, -1.1046], [4.0750, -2.6183, 1.6789], [-3.1870, -1.1990, -0.6395], [3.8251, 0.3995, -1.8517], [2.1179, -1.7958, 2.4457], [2.6659, -2.5097, 1.3228], [-1.2472, 2.9436, -0.1529], [-1.1091, 2.0386, -1.0669], [-3.0700, 1.2151, -1.5547], [-4.1223, -0.6852, -0.5899], [0.8191, -1.5580, -1.9478], [0.9777, 0.3218, -0.2086], [-2.9161, -1.5346, -1.6396], [-2.5991, 0.3475, 0.7443], [-3.2517, -1.9869, -0.0109], [-0.5280, 5.7148, 1.3472]],
  "nbo_charge": [-0.058, 0.191, -0.668, 0.235, -0.428, 0.248, -0.199, -1.146, 0.225, 0.230, -0.110, -1.278, 0.216, 0.522, 1.945, -0.227, -0.587, 0.234, -0.201, 1.255, 0.272, -0.511, 0.189, 0.199, -0.292, -1.117, 0.206, 0.208, 0.213, 0.233],
  "charge": 0,
  "smiles": "C[Si@H](O)O[SiH3].CC#COCCC",
  "lumo_ev": 0.75,
  "multiplicity": 1,
  "gap_ev": 9.932,
  "mol_weight_g_mol": 206.4
}

***

b:
{
  "formula": "C7H18O3Si2",
  "method": "ωB97M-V with the def2-TZVPD basis set",
  "species": ["C", "Si", "H", "C", "O", "O", "H", "H", "H", "H", "C", "H", "Si", "O", "C", "C", "C", "H", "H", "H", "H", "H", "H", "H", "H", "H", "H", "C", "H", "H"],
  "xyz": [[-0.8150, 2.7634, -0.9825], [0.6440, 2.2735, 0.0103], [2.1359, 2.9579, -1.8096], [2.0140, 1.9211, -1.3277], [-1.9816, -2.4760, 0.1507], [0.0086, -2.7213, -1.2384], [-3.7369, -2.9809, -0.6589], [-0.6914, 2.7631, -1.9851], [2.0357, -2.1525, -1.6982], [2.1610, 2.7354, 1.8635], [1.0607, 2.5405, 1.8432], [0.8184, 1.6776, 2.4658], [-0.4511, -1.9211, 0.1043], [0.4093, -2.4074, 1.3747], [1.3264, -3.0502, -1.4973], [0.5382, -3.7338, 1.9677], [-2.7841, -2.5187, -0.9624], [1.2579, -3.8125, -2.3677], [-3.0577, -1.4573, -1.3219], [2.9665, 1.5303, -1.0130], [1.7745, -3.6459, -0.5757], [-2.2706, 3.1283, 0.5346], [-0.5297, -4.1051, 1.8946], [0.8736, -3.8208, 3.0688], [-2.9016, 3.1869, -1.1048], [0.5673, 3.4226, 2.2564], [1.2477, -4.2728, 1.3703], [-1.9847, 3.1389, -0.4717], [1.6062, 1.3375, -2.2575], [-2.2938, -3.0530, -1.7219]],
  "nbo_charge": [-0.688, 1.276, 0.227, -1.107, -0.914, -0.923, 0.178, 0.213, 0.178, 0.247, -1.109, 0.260, 1.870, -0.957, -0.252, -0.248, -0.239, 0.189, 0.159, 0.237, 0.156, 0.182, 0.192, 0.191, 0.184, 0.246, 0.176, -0.359, 0.252, 0.183],
  "charge": 0,
  "lumo_ev": [-0.48, 0.30],
  "multiplicity": 1,
  "gap_ev": [5.438, 7.707],
  "mol_weight_g_mol": 206.4
}

***

So which one wins? Going from most stable to least: a, b.